Below is an isolated molecule of C4H3NO, with properties calculated with wB97M-V/def2-TZVPD.

Geometry as XYZ:
```
9
Properties=species:S:1:pos:R:3
N 1.12 0.89 1.18
H 0.62 0.07 -1.95
C 0.20 -0.37 1.41
H -1.94 -0.79 -1.13
C 0.29 -0.29 -0.91
C 1.03 -0.10 0.26
H 0.72 1.77 0.81
C -0.96 -0.60 -0.53
O -1.08 -0.58 0.86
```

The orbital gap (spin up / spin down) comes out at 8.07 / 8.07 eV. The energy relative to the best compared isomer or geometry (same formula, charge and spin) comes out at 4.787 eV. The value obtained for the HOMO energy (spin up / spin down) is -8.52 / -8.52 eV. As for the energy: -7727.9571 eV.